(1)
96
Properties=species:S:1:pos:R:3 method="wB97M-V/def2-TZVPD" gap_ev="6.33 / 6.10" total_charge=+1 multiplicity=2 homo_ev="-9.738 / -9.508"
Re 0.2153 0.1378 0.1276
C -4.5557 -4.5482 1.0774
C -4.9640 -3.1585 0.5955
N -4.0079 -2.5858 -0.3534
C -4.3172 -2.6481 -1.7740
C -3.7762 -3.8956 -2.4710
C -2.8504 -2.0615 0.0937
S -1.6644 -1.5924 -1.0440
N -2.7379 -1.9962 1.4248
C -1.7140 -1.5288 2.0927
O -0.6280 -1.0644 1.6266
C -1.8201 -1.5855 3.5756
C -2.9039 -2.2037 4.1964
C -2.9731 -2.2626 5.5776
C -1.9618 -1.7064 6.3496
C -0.8875 -1.0777 5.7370
C -0.8160 -1.0162 4.3558
H -5.3185 -4.9496 1.7453
H -3.6123 -4.4941 1.6187
H -4.4370 -5.2337 0.2390
H -5.0379 -2.4857 1.4471
H -5.9335 -3.2048 0.0994
H -3.8833 -1.7629 -2.2421
H -5.4023 -2.6038 -1.8802
H -2.6976 -3.9625 -2.3374
H -3.9863 -3.8406 -3.5396
H -4.2381 -4.7995 -2.0751
H -3.6796 -2.6377 3.5827
H -3.8125 -2.7461 6.0598
H -2.0119 -1.7632 7.4293
H -0.1022 -0.6378 6.3378
H 0.0121 -0.5170 3.8712
C -0.3610 3.6780 -7.0091
C -0.2690 4.4592 -5.7029
N -0.5659 3.6201 -4.5418
C 0.4673 3.0557 -3.8777
C 0.3501 2.2340 -2.8031
C 1.6199 1.8294 -2.0981
O 2.6813 2.0530 -2.6374
O 1.4818 1.3495 -0.9035
C -0.9425 1.8616 -2.3368
O -1.1946 1.0453 -1.4368
C -2.0569 2.5247 -3.0139
C -3.3431 2.3306 -2.5131
C -4.4079 2.9631 -3.0895
F -5.6306 2.8070 -2.5337
C -4.2551 3.7852 -4.2150
C -2.9732 3.9791 -4.7031
C -1.8548 3.3861 -4.1053
N -5.3436 4.3984 -4.8887
C -6.6854 3.8683 -4.7259
C -7.5114 4.2463 -5.9479
N -7.5546 5.7410 -6.0527
C -6.1669 6.2904 -6.1734
C -5.3601 5.8476 -4.9601
H -0.1235 4.3288 -7.8499
H -1.3599 3.2655 -7.1540
H 0.3513 2.8538 -7.0036
H -0.9402 5.3173 -5.7099
H 0.7416 4.8424 -5.5776
H 1.4653 3.2886 -4.2286
H -3.4722 1.7013 -1.6404
H -2.8541 4.6084 -5.5741
H -7.1841 4.2469 -3.8207
H -6.6523 2.7845 -4.6613
H -8.5252 3.8584 -5.8657
H -7.0479 3.8597 -6.8538
H -7.9817 6.1125 -5.2001
H -8.1292 6.0326 -6.8435
H -6.2092 7.3764 -6.2378
H -5.7288 5.8903 -7.0859
H -5.8024 6.2920 -4.0516
H -4.3461 6.2282 -5.0534
O 2.5162 -3.2928 -0.1895
C 2.0451 -2.1905 -0.0115
O 1.2129 -1.5431 -0.7366
C 2.5049 -1.3807 1.2057
C 3.5537 -1.8442 2.0056
C 3.9951 -1.0625 3.0328
C 3.4408 0.2235 3.2134
C 3.8958 1.1058 4.2180
C 3.3759 2.3628 4.3308
C 2.4071 2.8044 3.4118
C 1.9430 1.9746 2.4304
C 2.4092 0.6487 2.3362
N 1.9149 -0.2124 1.3882
H 3.9632 -2.8163 1.7737
H 4.7835 -1.3962 3.6960
H 4.6783 0.7675 4.8857
H 3.7256 3.0332 5.1039
H 2.0370 3.8188 3.4726
H 1.2523 2.3364 1.6855
F -0.8944 2.8497 0.7353
C -1.0252 1.5384 1.1462
F -2.3568 1.2544 0.9262
F -0.9336 1.5934 2.5061

***

(2)
93
Properties=species:S:1:pos:R:3 method="wB97M-V/def2-TZVPD" gap_ev=4.90 total_charge=-1 multiplicity=1 homo_ev=-3.084
Ca 0.1418 -0.3305 -0.6931
I -0.2781 -3.4946 -1.0696
C -2.2474 -3.1407 -1.7634
C -2.8682 -4.2371 -2.2885
C -4.1928 -4.1237 -2.7583
C -4.8353 -2.9262 -2.6690
C -4.1919 -1.7893 -2.1229
C -4.8870 -0.5603 -2.0269
C -4.2665 0.5326 -1.5031
C -2.9205 0.4525 -1.0761
C -2.1670 -0.7056 -1.1258
C -2.8456 -1.8534 -1.6536
H -2.3534 -5.1856 -2.3514
H -4.6843 -4.9903 -3.1817
H -5.8570 -2.8223 -3.0176
H -5.9117 -0.5117 -2.3792
H -4.8030 1.4723 -1.4253
H -2.4770 1.3699 -0.6889
O 0.7809 -0.0966 1.4554
S 1.3157 0.9825 2.3494
C 1.6656 0.1354 3.9258
C 1.1273 -1.2818 3.8892
C 0.1247 -1.5592 4.9967
C -1.2552 -0.9898 4.7239
S -2.2335 -1.7042 3.3702
O -1.5812 -1.3233 2.0924
C -1.8241 -3.4232 3.6567
C -2.4338 -4.1256 4.6861
C -2.1008 -5.4559 4.8867
C -1.1815 -6.0746 4.0477
C -0.6003 -5.3677 3.0047
C -0.9215 -4.0323 2.8019
C -0.1363 1.8710 2.9079
C -1.3817 1.4473 2.4803
C -2.5042 2.1547 2.8890
C -2.3686 3.2672 3.7054
C -1.1083 3.6845 4.1189
C 0.0181 2.9876 3.7159
H 1.2367 0.7392 4.7243
H 2.7510 0.1752 4.0215
H 1.9518 -1.9885 3.9852
H 0.6710 -1.4567 2.9098
H 0.4764 -1.1210 5.9374
H 0.0717 -2.6363 5.1725
H -1.2189 0.0709 4.4454
H -1.8964 -1.0811 5.6041
H -3.1635 -3.6374 5.3203
H -2.5641 -6.0133 5.6894
H -0.9294 -7.1151 4.2009
H 0.0996 -5.8565 2.3408
H -0.5041 -3.4591 1.9818
H -1.4758 0.5802 1.8396
H -3.4817 1.8359 2.5534
H -3.2450 3.8229 4.0111
H -1.0030 4.5654 4.7383
H 1.0062 3.3250 4.0037
Se 0.8011 0.3164 -3.5435
O 3.5949 2.3518 -4.9816
C 4.4232 1.2317 -5.1704
N 4.2308 0.2963 -4.0913
C 5.1711 -0.1113 -3.2291
O 6.3796 0.0458 -3.3476
C 4.5660 -0.8440 -2.0602
C 5.0795 -2.0423 -1.6048
C 4.3882 -2.7350 -0.6208
C 3.2003 -2.2001 -0.1524
N 2.7110 -1.0283 -0.5563
C 3.3989 -0.3548 -1.4754
H 2.7278 1.9952 -4.7033
H 5.4623 1.5607 -5.1782
H 4.1883 0.7356 -6.1202
H 3.2349 0.1034 -3.8958
H 5.9980 -2.4251 -2.0310
H 4.7442 -3.6841 -0.2452
H 2.6058 -2.7347 0.5817
H 2.9804 0.5934 -1.7887
C -0.0373 3.2329 -5.2179
C 0.3133 3.9189 -3.9387
C 0.5870 5.2646 -3.8351
C 0.8690 5.7688 -2.5640
N 0.8332 5.0269 -1.4713
C 0.5430 3.7192 -1.5948
S 0.3828 2.7269 -0.2303
N 0.3264 3.1836 -2.8253
C 1.2306 7.2116 -2.3668
H 0.5136 3.6731 -6.0460
H -1.1067 3.3530 -5.4012
H 0.1721 2.1648 -5.1449
H 0.6077 5.8906 -4.7144
H 0.3487 2.0875 -2.9238
H 1.0752 7.7950 -3.2722
H 2.2789 7.2835 -2.0749
H 0.6372 7.6270 -1.5535

***

(3)
91
Properties=species:S:1:pos:R:3 method="wB97M-V/def2-TZVPD" gap_ev="3.86 / 3.75" total_charge=-1 multiplicity=1 homo_ev="-2.094 / -1.958"
Ir 0.2450 -0.4160 0.3296
C 1.8566 6.6544 -2.1590
C 0.7215 6.6844 -1.1405
C 1.0165 7.7129 -0.0588
C -0.1030 7.7612 0.9710
C -0.3460 6.3833 1.5314
C -0.8791 6.2132 2.7906
C -1.0954 4.9349 3.2856
F -1.6181 4.8140 4.5299
C -0.7946 3.8183 2.5612
C -0.2590 3.9666 1.2779
C 0.0592 2.7347 0.5094
O -0.0765 1.6604 1.1115
C 0.4859 2.9532 -0.8406
C 0.6733 4.2322 -1.2503
N 0.5111 5.3641 -0.5138
C -0.0303 5.2487 0.7608
C 0.7901 1.9007 -1.9260
O 1.1293 2.3736 -3.0316
O 0.6564 0.6910 -1.6300
H 2.0731 7.6783 -2.4690
H 1.6148 6.0844 -3.0545
H 2.7550 6.2261 -1.7124
H -0.2105 6.9701 -1.6479
H 1.1498 8.6869 -0.5347
H 1.9639 7.4500 0.4253
H -1.0175 8.1390 0.5014
H 0.1431 8.4493 1.7820
H -1.1279 7.0712 3.4047
H -0.9514 2.8194 2.9468
H 1.0178 4.3363 -2.2708
C -3.8536 -3.5910 2.0595
N -2.6599 -3.8663 1.1550
C -3.1356 -3.8219 -0.2940
N -3.7921 -2.6113 -0.5916
C -4.8919 -2.3901 0.3338
N -4.4788 -2.3682 1.7362
C -3.6013 -1.1926 2.0220
P -1.9848 -1.1378 1.0224
C -1.5324 -2.8858 1.4016
C -2.8403 -1.4696 -0.5990
H -3.4814 -3.5947 3.0855
H -4.5485 -4.4256 1.9204
H -2.3486 -4.7921 1.3535
H -3.8188 -4.6688 -0.4059
H -2.2538 -3.9503 -0.9213
H -5.6314 -3.1912 0.2093
H -5.3582 -1.4344 0.0939
H -3.3649 -1.1904 3.0900
H -4.1705 -0.2848 1.8089
H -1.2420 -2.9892 2.4492
H -0.6868 -3.0979 0.7329
H -2.0490 -1.6530 -1.3274
H -3.3837 -0.5668 -0.8837
O 0.0166 -1.9397 -0.6736
C 1.6730 -0.7710 1.5868
Ge 3.4887 -0.2713 1.4070
C 3.7401 1.5573 0.7156
C 2.9470 2.5396 1.3103
C 3.0968 3.8818 0.9991
C 4.0374 4.2727 0.0540
C 4.8288 3.3139 -0.5544
C 4.6887 1.9724 -0.2140
C 4.4948 -1.6827 0.4494
C 4.5013 -2.9390 1.0603
C 5.1294 -4.0292 0.4769
C 5.7667 -3.8881 -0.7507
C 5.7543 -2.6543 -1.3837
C 5.1232 -1.5672 -0.7877
C 4.3498 -0.1829 3.1980
C 3.7244 0.5432 4.2127
C 4.2806 0.6409 5.4815
C 5.4819 0.0024 5.7664
C 6.1166 -0.7302 4.7744
C 5.5537 -0.8177 3.5046
H 1.4598 -1.5973 2.2459
H 2.2007 2.2442 2.0372
H 2.4775 4.6210 1.4937
H 4.1574 5.3204 -0.2018
H 5.5696 3.6077 -1.2893
H 5.3522 1.2526 -0.6761
H 3.9961 -3.0703 2.0128
H 5.1139 -4.9927 0.9748
H 6.2545 -4.7371 -1.2155
H 6.2276 -2.5360 -2.3517
H 5.1010 -0.6281 -1.3252
H 2.7723 1.0243 4.0127
H 3.7725 1.2096 6.2526
H 5.9165 0.0721 6.7572
H 7.0523 -1.2355 4.9874
H 6.0654 -1.3919 2.7393

***

(4)
94
Properties=species:S:1:pos:R:3 method="wB97M-V/def2-TZVPD" gap_ev="4.95 / 6.68" total_charge=+1 multiplicity=2 homo_ev="-10.689 / -10.746"
Mn 0.2817 0.0562 0.0687
C 5.8693 1.9018 5.0661
O 4.5765 1.8808 4.4687
C 3.5661 2.5203 5.1212
C 3.7034 3.2397 6.2945
C 2.5851 3.8313 6.8750
C 1.3395 3.6867 6.2972
C 1.1950 2.9589 5.1205
C 2.3051 2.3893 4.5202
N 2.3018 1.5950 3.3388
C 1.3666 1.4978 2.3811
N 0.4895 2.4829 2.2628
C -0.6425 2.5145 1.4409
C -0.9322 1.5111 0.5548
C -2.0838 1.5790 -0.2219
C -2.9200 2.6735 -0.1110
C -2.6201 3.7086 0.7757
C -1.4849 3.6282 1.5613
O -1.0718 4.5546 2.4666
C -1.8358 5.7536 2.5799
N 1.3503 0.4134 1.5731
C 2.0459 -0.7584 2.0648
C 1.2675 -1.6484 2.8218
C 1.7773 -2.7960 3.3791
C 3.1334 -3.0745 3.2064
C 3.9252 -2.2022 2.4999
C 3.4159 -1.0310 1.9151
O 4.3809 -0.2965 1.3251
C 4.1218 0.7602 0.4059
H 6.2473 2.9231 5.1302
H 6.5118 1.3175 4.4152
H 5.8432 1.4517 6.0597
H 4.6707 3.3456 6.7611
H 2.6989 4.3971 7.7891
H 0.4670 4.1267 6.7586
H 0.2044 2.8210 4.7105
H 3.0879 0.9618 3.2801
H 0.6844 3.3359 2.7723
H -2.3343 0.7828 -0.9157
H -3.8171 2.7319 -0.7118
H -3.2770 4.5614 0.8481
H -1.3350 6.3622 3.3256
H -2.8515 5.5307 2.9089
H -1.8574 6.2815 1.6256
H 0.2283 -1.3936 2.9800
H 1.1399 -3.4528 3.9535
H 3.5699 -3.9662 3.6360
H 4.9838 -2.3849 2.3694
H 5.0914 0.9938 -0.0256
H 3.7240 1.6439 0.9013
H 3.4510 0.4321 -0.3837
C 1.1571 -3.4941 -0.5839
P 1.3033 -1.8112 -1.2359
C 0.3903 -1.8592 -2.8131
C 3.0375 -1.6493 -1.7255
C 4.0413 -2.2720 -0.9865
C 5.3721 -2.1142 -1.3432
C 5.7116 -1.3325 -2.4374
C 4.7154 -0.7146 -3.1824
C 3.3849 -0.8693 -2.8282
H 1.6634 -3.5828 0.3775
H 1.5883 -4.1974 -1.2969
H 0.1029 -3.7231 -0.4294
H 0.8852 -2.5236 -3.5220
H 0.3158 -0.8608 -3.2424
H -0.6195 -2.2254 -2.6221
H 3.7953 -2.8834 -0.1276
H 6.1440 -2.6058 -0.7659
H 6.7502 -1.2141 -2.7166
H 4.9695 -0.1123 -4.0438
H 2.6208 -0.3825 -3.4178
N -3.7218 -1.6383 4.3021
C -3.1867 -1.8930 3.3148
N -2.5435 -2.2188 2.2014
C -1.7307 -1.6001 1.5203
N -0.9248 -1.1215 0.7880
C 5.4560 3.1765 -5.7072
C 4.4123 3.0071 -4.6378
C 3.1214 2.5886 -4.9569
C 2.1525 2.4562 -3.9777
C 2.4810 2.7335 -2.6559
C 3.7574 3.1583 -2.3131
C 4.7127 3.2890 -3.3075
S 1.2287 2.6342 -1.4349
O 1.7370 3.2022 -0.2198
O 0.0099 3.1042 -2.0071
O 1.1001 1.0622 -1.2353
H 5.1341 2.7393 -6.6507
H 6.3967 2.7090 -5.4140
H 5.6604 4.2340 -5.8812
H 2.8692 2.3826 -5.9899
H 1.1409 2.1718 -4.2373
H 3.9817 3.4111 -1.2866
H 5.7073 3.6320 -3.0490

***

(5)
88
Properties=species:S:1:pos:R:3 method="wB97M-V/def2-TZVPD" gap_ev="4.50 / 5.18" total_charge=-1 multiplicity=3 homo_ev="-2.412 / -3.093"
Pd -0.2965 0.1013 -0.9445
C 3.5449 -1.1273 -1.6471
O 2.7025 -1.0358 -0.5196
C 3.2551 -0.8275 0.6874
C 4.6047 -0.7651 0.9541
C 5.0370 -0.5529 2.2678
Br 6.8991 -0.4691 2.6183
C 4.1423 -0.4072 3.2948
C 2.7637 -0.4636 3.0253
C 2.3026 -0.6599 1.7309
O 1.0411 -0.6664 1.3391
C 1.7712 -0.2985 4.0946
N 0.4812 -0.3649 3.8889
C -0.1063 -0.1513 5.1269
C -1.4543 -0.1085 5.4715
C -1.7663 0.1286 6.7958
C -0.7622 0.3190 7.7595
C 0.5798 0.2796 7.4299
C 0.8846 0.0411 6.0939
N 2.0843 -0.0629 5.4093
H 4.1067 -0.1984 -1.7927
H 2.8809 -1.2847 -2.4937
H 4.2403 -1.9677 -1.5535
H 5.3280 -0.8821 0.1592
H 4.5108 -0.2485 4.2985
H 0.4180 -0.5676 2.0925
H -2.2105 -0.2560 4.7125
H -2.8034 0.1704 7.1006
H -1.0473 0.5019 8.7877
H 1.3476 0.4281 8.1777
H 3.0053 0.0283 5.7948
C -1.1464 3.2228 0.8353
C 0.3754 3.1794 0.7870
Sb 1.1041 2.3594 -1.0710
C 3.2160 2.8189 -0.7459
C 3.5836 3.7907 0.3681
C 0.5811 4.0709 -2.2725
C 1.1028 5.4276 -1.8242
H -1.4979 3.6725 1.7677
H -1.5728 2.2170 0.7487
H -1.5535 3.8229 0.0152
H 0.7626 2.5269 1.5742
H 0.8150 4.1687 0.9372
H 3.6092 3.1583 -1.7090
H 3.6799 1.8470 -0.5546
H 3.1540 4.7811 0.2077
H 4.6676 3.9107 0.4512
H 3.2208 3.4404 1.3359
H -0.5117 4.0459 -2.2935
H 0.9023 3.8452 -3.2919
H 0.8235 5.6529 -0.7935
H 0.7103 6.2364 -2.4478
H 2.1925 5.4769 -1.8818
C -1.9386 -0.6223 0.2920
Ge -2.3793 -1.5813 -1.3312
C -1.5561 -0.3744 -2.7184
C -0.4546 -0.7389 -3.5164
C 0.0343 0.1018 -4.5177
C -0.5597 1.3272 -4.7576
C -1.6618 1.7143 -3.9873
C -2.1463 0.8841 -2.9961
C -1.4644 -3.3223 -1.5639
C -2.0448 -4.4054 -2.2223
C -1.3673 -5.6108 -2.3704
C -0.0832 -5.7526 -1.8635
C 0.5143 -4.6827 -1.2080
C -0.1712 -3.4848 -1.0597
C -4.2259 -1.9401 -1.9671
C -4.6573 -1.5964 -3.2474
C -5.9561 -1.8613 -3.6685
C -6.8518 -2.4822 -2.8112
C -6.4431 -2.8310 -1.5305
C -5.1467 -2.5560 -1.1169
H -0.0085 -1.7213 -3.3823
H 0.8832 -0.2147 -5.1146
H -0.1805 1.9789 -5.5359
H -2.1386 2.6714 -4.1682
H -2.9983 1.2028 -2.4039
H -3.0458 -4.3109 -2.6297
H -1.8415 -6.4394 -2.8842
H 0.4476 -6.6908 -1.9752
H 1.5166 -4.7835 -0.8072
H 0.3034 -2.6534 -0.5401
H -3.9659 -1.1153 -3.9310
H -6.2675 -1.5827 -4.6686
H -7.8633 -2.6929 -3.1373
H -7.1370 -3.3145 -0.8530
H -4.8476 -2.8239 -0.1089

***

Number 1: maximum force 0.0624 hartree/bohr. Number 2: maximum force 0.0336 hartree/bohr. Number 3: maximum force 0.0265 hartree/bohr. Number 4: maximum force 0.0341 hartree/bohr. Number 5: maximum force 0.0123 hartree/bohr.